# 1
This record from the OMol25 dataset describes a molecular structure, C21H24IrN2O2Si. The level of theory is the ωB97M-V functional and the def2-TZVPD basis.

Last column: Mulliken spin population.
Element x y z (Å)
Ir1 -0.54920 -0.54460 0.81230  1.50
C1 -2.09550 1.89520 -1.26800  0.00
O1 -1.00970 1.55080 -0.41630  0.10
C2 0.24150 2.05450 -0.73100  0.08
C3 0.47210 3.36420 -1.11240  -0.06
C4 1.76840 3.81500 -1.31940  0.13
C5 2.84470 2.94550 -1.19170  -0.06
C6 2.63280 1.63050 -0.84920  0.16
C7 1.33330 1.16080 -0.58720  -0.06
N1 1.09200 -0.13430 -0.21350  0.33
N2 2.04650 -1.01180 -0.35630  0.47
C8 1.88940 -2.31530 -0.51640  0.14
C9 0.56260 -2.93370 -0.55230  0.34
O2 -0.49550 -2.21640 -0.45210  0.26
C10 0.48850 -4.34180 -0.67550  -0.08
C11 1.60640 -5.11490 -0.77910  0.19
C12 2.90480 -4.54150 -0.78840  0.01
C13 4.04970 -5.33700 -0.92730  0.02
C14 5.30060 -4.76310 -0.98680  0.04
C15 5.44170 -3.37610 -0.88910  0.00
C16 4.33900 -2.57560 -0.70940  0.09
C17 3.04900 -3.13480 -0.66300  -0.02
H1 -2.21460 2.97620 -1.34760  0.00
H2 -2.98880 1.47430 -0.81200  0.00
H3 -1.95930 1.46780 -2.26340  0.00
H4 -0.34720 4.05690 -1.22620  0.00
H5 1.93260 4.85330 -1.55810  0.01
H6 3.85300 3.30020 -1.34020  0.00
H7 3.45660 0.94480 -0.74510  0.00
H8 -0.50140 -4.77530 -0.70260  0.00
H9 1.52050 -6.18880 -0.86730  0.01
H10 3.93920 -6.41000 -0.99620  0.00
H11 6.17590 -5.38240 -1.11710  0.00
H12 6.42510 -2.93780 -0.95860  0.00
H13 4.44570 -1.50490 -0.62970  0.02
C18 -1.72390 0.14000 4.99590  0.04
Si1 -1.78870 0.49730 3.12910  0.04
C19 -2.39820 -1.14650 2.27240  0.06
C20 -2.98210 1.90510 2.65880  0.01
C21 -0.05600 0.75830 2.36510  0.22
H14 -2.71670 -0.10610 5.35900  0.00
H15 -1.37280 1.00200 5.55200  0.00
H16 -1.06980 -0.69430 5.23050  0.00
H17 -3.47100 -1.24980 2.41960  0.00
H18 -1.93610 -2.03080 2.71320  0.00
H19 -2.28960 -1.18570 1.16170  0.00
H20 -4.00220 1.67630 2.95380  0.00
H21 -2.98120 2.09870 1.59070  0.00
H22 -2.71260 2.83230 3.15410  0.00
H23 0.75960 0.37090 2.97190  0.00
H24 0.17550 1.77940 2.07990  0.00

Values from the calculation:
- multiplicity = 5
- net charge = +1
- lowest unoccupied orbital energy (spin up / spin down) (eV) = -2.68 / -5.44
- orbital gap (spin up / spin down) (eV) = 6.87 / 5.87

***

# 2
This record from the OMol25 dataset describes a molecular structure, C26H26F6INO3STl. The level of theory is the ωB97M-V functional and the def2-TZVPD basis.

Last column: Löwdin charge in e.
Element x y z (Å)
C1 2.77825 0.35815 4.44495  -0.09
C2 3.00560 0.71864 2.96143  -0.49
O1 4.07654 1.14669 2.60536  0.14
O2 1.95025 0.47699 2.15336  -0.01
C3 2.11897 1.14728 0.86489  -0.11
C4 0.78011 1.31328 0.14644  -0.07
N1 0.28292 0.14330 -0.68168  0.00
C5 0.99071 -1.07905 -0.46301  -0.20
C6 1.98931 -1.42651 -1.38133  -0.11
C7 2.29167 -0.52802 -2.58062  -0.04
C8 3.54432 0.35714 -2.43532  -0.24
O3 4.55060 -0.06747 -3.34501  0.02
C9 3.28593 1.87405 -2.67709  -0.54
F1 4.30512 2.45314 -3.29882  0.18
F2 3.15222 2.49909 -1.46919  0.11
F3 2.19090 2.13498 -3.41174  0.15
C10 2.71077 -2.60786 -1.25065  0.04
C11 2.43206 -3.46370 -0.19051  -0.02
C12 1.46193 -3.16125 0.73177  -0.06
C13 0.74169 -1.98078 0.56726  -0.39
S1 -0.54970 -1.56335 1.70558  1.27
C14 -1.64708 -0.71560 0.68196  -0.32
C15 -3.07907 -0.79359 0.96379  -0.16
C16 -3.56106 -1.62004 2.18165  -0.11
C17 -3.28176 -0.76205 3.42629  -0.10
C18 -3.34182 0.71457 3.07618  -0.13
F4 -2.23406 1.39667 2.72798  0.11
C19 -4.55681 1.46556 3.06392  -0.20
F5 -5.24622 1.74348 2.03861  0.31
F6 -5.02259 1.89628 4.16154  0.33
C20 -3.93674 -0.12580 0.11971  -0.04
C21 -3.42339 0.57611 -0.95469  0.03
C22 -2.00427 0.65665 -1.21748  -0.10
C23 -1.56817 1.46721 -2.43109  -0.09
C24 -1.62847 0.47250 -3.64150  -0.25
C25 -3.07109 0.32615 -4.17206  -0.57
I1 -3.94554 -1.56959 -3.63054  0.94
C26 -1.11388 0.00982 -0.39291  -0.20
H1 3.67660 -0.11874 4.87664  -0.19
H2 2.37409 1.19904 5.02559  0.10
H3 1.99569 -0.42083 4.46196  0.10
H4 2.91690 0.71091 0.26303  0.11
H5 2.45415 2.16328 1.11696  0.15
H6 0.91543 2.15983 -0.54189  0.13
H7 0.03522 1.65280 0.88105  0.13
H8 2.48368 -1.18171 -3.44454  0.15
H9 1.37568 0.02155 -2.81475  0.11
H10 3.97612 0.22336 -1.43162  0.15
H11 5.38570 0.20154 -2.94136  0.12
H12 3.46963 -2.87641 -1.98392  0.15
H13 2.96249 -4.40585 -0.06413  0.13
H14 1.23309 -3.80463 1.57982  0.12
H15 -4.63160 -1.78618 2.01315  0.14
H16 -3.01044 -2.56792 2.19608  0.11
H17 -4.01084 -0.95853 4.22989  0.15
H18 -2.28755 -0.93473 3.86380  0.11
H19 -5.00898 -0.15160 0.30284  0.14
H20 -4.15025 1.07199 -1.59488  0.13
H21 -2.32975 2.24626 -2.56281  0.13
H22 -0.56504 1.87625 -2.29498  0.11
H23 -1.34153 -0.51224 -3.24424  0.07
H24 -0.89597 0.71831 -4.41746  0.12
H25 -3.14062 0.39657 -5.26099  0.06
H26 -3.74141 1.07550 -3.74220  0.04
Tl1 4.43137 0.11910 6.53156  1.25

Values from the calculation:
- net charge = +3
- lowest unoccupied orbital energy (eV) = -12.58
- orbital gap (eV) = 3.20

***

# 3
This record from the OMol25 dataset describes a molecular structure, C40H52AsGeN4OS5Ti. The level of theory is the ωB97M-V functional and the def2-TZVPD basis.

Last column: Löwdin charge in e.
Element x y z (Å)
Ti1 0.11061 0.41139 1.24237  0.30
C1 2.32858 4.06276 2.29567  -0.50
C2 2.91168 4.76513 1.06549  -0.53
S1 3.72705 3.61891 -0.07517  0.82
C3 3.39051 4.40490 -1.68496  -0.53
C4 1.91133 4.60542 -2.03843  -0.52
S2 0.93485 3.23207 -1.38467  0.83
C5 -0.70463 3.76048 -1.92562  -0.50
C6 -1.77318 2.77401 -1.43477  -0.48
S3 -1.70378 2.22166 0.32788  0.76
C7 -1.69033 3.83861 1.16008  -0.51
C8 -0.29670 4.36938 1.50901  -0.50
S4 0.81272 3.07029 2.10875  0.83
H1 2.10861 4.81872 3.04978  0.07
H2 3.05273 3.36125 2.72094  0.07
H3 3.65782 5.49082 1.39753  0.07
H4 2.13452 5.29809 0.51677  0.05
H5 3.85397 3.71104 -2.38933  0.06
H6 3.92553 5.35291 -1.73097  0.07
H7 1.79017 4.64582 -3.12294  0.08
H8 1.52854 5.54305 -1.62164  0.07
H9 -0.69939 3.82234 -3.01818  0.08
H10 -0.89706 4.76281 -1.52682  0.07
H11 -1.69968 1.82497 -1.96792  0.05
H12 -2.76412 3.20383 -1.59194  0.08
H13 -2.26470 3.67182 2.06492  0.03
H14 -2.21535 4.55043 0.52026  0.08
H15 -0.36700 5.12684 2.29136  0.09
H16 0.16814 4.80588 0.62662  0.03
N1 0.33665 1.36685 6.02392  0.19
C9 1.63474 1.00767 6.01173  -0.50
O1 2.34740 1.05971 6.99712  0.04
C10 2.16950 0.50330 4.70155  -0.12
C11 3.46624 0.09431 4.59093  0.01
C12 3.89406 -0.39790 3.36641  -0.02
C13 3.01545 -0.47056 2.30573  -0.12
N2 1.76002 -0.07269 2.40028  -0.03
C14 1.36837 0.41337 3.58575  -0.20
H17 -0.01536 1.73532 6.89041  0.11
H18 -0.26273 1.43498 5.18942  0.03
H19 4.11687 0.17167 5.45369  0.13
H20 4.91218 -0.73072 3.22278  0.11
H21 3.32522 -0.85722 1.35030  0.07
H22 0.31884 0.76152 3.61576  -0.05
C15 -0.89285 -1.80116 4.17916  -0.10
N3 -1.63292 -1.71219 2.96271  -0.20
C16 -2.92014 -2.28459 2.91405  -0.12
C17 -3.60197 -1.72264 1.92049  -0.12
N4 -2.77079 -0.78275 1.28514  -0.05
C18 -1.58394 -0.54594 2.09185  -0.70
S5 -1.72269 1.15346 3.03552  0.44
H23 -1.11006 -2.76155 4.64687  0.08
H24 -1.15230 -0.99653 4.87962  0.06
H25 0.18017 -1.76423 3.98489  0.07
H26 -3.17796 -3.12079 3.55080  0.10
H27 -4.59558 -1.93633 1.55088  0.10
H28 -3.19943 0.04885 0.93615  0.04
C19 4.37460 0.20373 -1.47047  -0.35
As1 2.38584 0.05822 -0.95822  1.02
C20 2.51937 -1.91446 -0.84874  -0.31
C21 1.85610 0.22990 -2.83349  -0.34
H29 4.63913 -0.55297 -2.21581  0.00
H30 5.00367 0.06292 -0.58288  -0.01
H31 4.59901 1.19326 -1.88206  -0.02
H32 1.93601 -2.35013 -1.65466  -0.01
H33 2.10718 -2.27474 0.09068  0.00
H34 3.55649 -2.24757 -0.94563  0.02
H35 2.12191 -0.67790 -3.38143  0.03
H36 2.37079 1.08195 -3.28236  0.01
H37 0.78421 0.38275 -2.88992  -0.02
C22 -0.28847 -0.35838 -0.39946  -0.48
Ge1 -1.23207 -1.69598 -1.34972  0.86
C23 -3.12631 -1.40688 -1.96092  -0.25
C24 -3.88017 -0.27499 -1.63313  -0.12
C25 -5.20373 -0.12904 -2.04610  -0.10
C26 -5.80788 -1.11979 -2.81110  -0.12
C27 -5.06291 -2.23157 -3.19629  -0.10
C28 -3.73695 -2.36070 -2.78642  -0.11
C29 -0.50889 -2.10169 -3.18112  -0.28
C30 -0.80783 -1.21408 -4.22429  -0.14
C31 -0.34639 -1.42600 -5.51923  -0.10
C32 0.42972 -2.54788 -5.80558  -0.12
C33 0.73305 -3.44590 -4.78967  -0.10
C34 0.26300 -3.22329 -3.49375  -0.13
C35 -1.13664 -3.49956 -0.49327  -0.24
C36 -0.48689 -3.62907 0.73058  -0.12
C37 -0.38539 -4.85676 1.37908  -0.09
C38 -0.92874 -5.99685 0.80217  -0.12
C39 -1.55953 -5.90092 -0.43316  -0.11
C40 -1.65702 -4.66553 -1.07088  -0.12
H38 -3.41510 0.51914 -1.05389  0.05
H39 -5.76463 0.75881 -1.76758  0.09
H40 -6.84390 -1.02129 -3.11744  0.09
H41 -5.51271 -2.99451 -3.82329  0.09
H42 -3.16121 -3.20791 -3.14482  0.08
H43 -1.42066 -0.33814 -4.01348  0.10
H44 -0.59295 -0.72066 -6.30749  0.09
H45 0.79007 -2.72205 -6.81425  0.09
H46 1.33677 -4.32215 -5.00611  0.09
H47 0.50006 -3.94329 -2.71294  0.09
H48 -0.06378 -2.74706 1.16747  0.06
H49 0.12014 -4.92469 2.33845  0.09
H50 -0.85701 -6.95528 1.30509  0.09
H51 -1.97292 -6.78709 -0.90212  0.09
H52 -2.14487 -4.62279 -2.03835  0.08

Values from the calculation:
- net charge = -1
- lowest unoccupied orbital energy (spin up / spin down) (eV) = 1.93 / 1.93
- orbital gap (spin up / spin down) (eV) = 4.80 / 4.80

***

# 4
This record from the OMol25 dataset describes a gas-phase ion, C6H9N2OS (charge +1). The level of theory is the ωB97M-V functional and the def2-TZVPD basis.

Last column: Löwdin charge in e.
Element x y z (Å)
O1 -2.79919 1.85872 -0.14611  0.00
C1 -2.87602 0.64660 -0.74389  -0.48
S1 -3.77387 -0.61334 0.28457  1.11
C2 -2.17985 -0.40773 0.03288  -0.66
N1 -1.10676 -0.99433 0.34838  0.13
N2 0.16750 -0.49415 0.23857  -0.08
C3 0.57155 0.60198 0.69703  0.05
C4 2.07505 0.60268 0.72433  -0.06
C5 2.47285 -0.52726 -0.33766  -0.08
C6 1.23492 -1.39266 -0.18370  -0.08
H1 -3.56070 2.40330 -0.31368  0.11
H2 -3.12565 0.47007 -1.84981  0.16
H3 -0.17904 1.16927 1.12120  0.14
H4 2.39662 0.24746 1.79386  0.17
H5 2.56842 1.58283 0.59760  0.12
H6 2.50937 -0.15721 -1.32378  0.11
H7 3.35862 -1.04808 -0.23985  0.10
H8 0.90048 -1.78615 -1.12987  0.14
H9 1.34569 -2.16201 0.42991  0.10

Values from the calculation:
- relative energy (zero: lowest compared OMol25 entry of this formula, charge and spin) (kcal per mole) = 48.02
- net charge = +1
- lowest unoccupied orbital energy (eV) = -3.96
- orbital gap (eV) = 9.41

***

# 5
This record from the OMol25 dataset describes a single C6H10O molecule. The level of theory is the ωB97M-V functional and the def2-TZVPD basis.

Last column: Löwdin charge in e.
Element x y z (Å)
C1 -1.96759 -0.25217 0.13839  -0.11
C2 -1.31887 0.99211 -0.46273  -0.25
C3 0.17611 1.20127 -0.06092  -0.27
C4 0.93000 0.36557 -1.02848  0.07
C5 1.40971 -0.94286 -0.47078  -0.20
C6 2.23652 -0.91355 0.80900  -0.24
O1 1.86778 -0.46466 1.86672  0.04
H1 -1.87063 -0.25963 1.22955  0.08
H2 -1.53439 -1.18389 -0.24309  0.06
H3 -3.03433 -0.27998 -0.10754  0.07
H4 -1.86987 1.87696 -0.12850  0.11
H5 0.40510 2.25570 -0.25977  0.11
H6 0.30282 0.99269 1.01048  0.10
H7 -1.39232 0.96981 -1.55628  0.10
H8 1.93332 -1.53889 -1.22568  0.09
H9 0.47435 -1.47013 -0.21238  0.12
H10 3.25229 -1.34834 0.70200  0.12

Values from the calculation:
- relative energy (zero: lowest compared OMol25 entry of this formula, charge and spin) (kcal per mole) = 85.85
- lowest unoccupied orbital energy (eV) = -0.18
- orbital gap (eV) = 8.05

***

Question: What is the formula in the second record?
Answer: C26H26F6INO3STl